[1]
90
Properties=species:S:1:pos:R:3 method="wB97M-V/def2-TZVPD" energy_ha=-3699.49229 charge=+2 relative_energy_ev=0.608 spin_multiplicity=5 orbital_gap_ev="6.6 / 6.0" e_lumo_ev="-5.5 / -8.6"
P -2.34208 -3.89735 -1.17867
C -3.68614 -3.24493 -0.16831
C -4.98124 -3.37145 -0.73316
H -5.07539 -3.55384 -1.80561
C -6.10693 -3.29313 0.07414
H -7.09367 -3.44854 -0.36286
C -5.96981 -3.03501 1.44335
H -6.84227 -3.05703 2.09655
C -4.70027 -2.74839 1.96627
H -4.59745 -2.47092 3.01272
C -3.55695 -2.83113 1.16584
H -2.57011 -2.59823 1.57191
C -1.66734 -2.61227 -2.22939
C -2.36617 -1.41117 -2.48421
H -3.11080 -1.06239 -1.76881
C -2.12506 -0.70082 -3.66175
H -2.71736 0.18928 -3.89274
C -1.16542 -1.13976 -4.58224
H -1.03939 -0.63257 -5.54266
C -0.38155 -2.25809 -4.27181
H 0.38426 -2.60277 -4.97227
C -0.59609 -2.96617 -3.09087
H 0.01347 -3.83880 -2.85479
C -1.03422 -4.61999 -0.17594
C -1.09011 -6.02144 -0.00675
H -1.99249 -6.54957 -0.31990
C 0.00231 -6.70862 0.51692
H -0.04353 -7.79996 0.59389
C 1.14268 -5.99699 0.92450
H 2.01163 -6.54047 1.30027
C 1.15332 -4.59887 0.85020
H 2.02008 -4.04199 1.20188
C 0.06998 -3.89866 0.31283
H 0.06653 -2.80161 0.27213
Pd 0.19587 1.66278 1.46815
C 1.56946 2.02423 -0.11605
C 1.76906 1.18039 -1.12869
H 2.12888 2.97169 -0.03545
C 1.00992 -0.19996 -1.18975
O 1.94331 -1.21260 -1.62034
H 1.63653 -2.09514 -1.31994
C 0.36355 -0.65612 0.03561
H 0.23547 -0.14578 -1.98376
C 0.06706 -0.18079 1.19461
Cl -1.52389 1.40988 3.22742
P 1.85747 1.24296 3.07290
P -1.31711 3.36512 0.81660
C 1.52030 2.01644 4.66533
H 0.50924 1.72427 4.97079
H 1.56025 3.10349 4.49864
H 2.27756 1.68258 5.38615
C 2.08023 -0.52495 3.41357
H 2.41966 -1.02878 2.50124
H 1.12280 -0.95445 3.72715
H 2.83365 -0.62512 4.20553
C 3.51749 1.77776 2.59937
H 3.58574 2.86802 2.71504
H 3.69684 1.50524 1.55452
H 4.23453 1.26399 3.25356
C -1.83388 4.62971 2.00929
H -0.94491 5.20873 2.29673
H -2.25043 4.12823 2.88875
H -2.58010 5.28212 1.53142
C -0.82225 4.35044 -0.62346
H -0.53880 3.68496 -1.44498
H 0.03437 4.96997 -0.33139
H -1.67632 4.97725 -0.91922
C -2.81836 2.51034 0.24399
H -3.20902 1.91436 1.07699
H -2.55028 1.85101 -0.59265
H -3.54363 3.26307 -0.08499
P 2.93565 1.53637 -2.50079
C 3.52163 3.22686 -2.52639
C 2.08247 1.20145 -4.05159
H 3.68305 3.58933 -1.50301
H 2.78851 3.87304 -3.02979
H 4.47356 3.26317 -3.07922
H 1.54381 0.24841 -3.99617
H 2.80364 1.15872 -4.87824
H 1.36453 2.00719 -4.24969
C 4.33866 0.41633 -2.36868
H 5.08666 0.82448 -1.67784
H 4.80249 0.26848 -3.35269
H 3.96463 -0.54179 -1.98666
H -0.33569 -0.77170 2.02617
F 1.99554 4.85306 1.08493
B 2.08633 5.40279 2.40950
F 1.15142 4.69453 3.23558
F 3.39835 5.19798 2.90996
F 1.74208 6.76963 2.37131

***

[2]
55
Properties=species:S:1:pos:R:3 method="wB97M-V/def2-TZVPD" energy_ha=-2726.72260 charge=+2 orbital_gap_ev=7.3 e_lumo_ev=-8.0
Ta -0.75681 -0.08787 0.32181
C -3.63160 -2.43276 2.79609
C -4.44642 -3.00623 1.83869
C -4.33769 -2.61753 0.50763
C -3.38986 -1.67788 0.17001
N -2.54743 -1.17046 1.10133
C -2.67930 -1.51524 2.39105
C -3.27604 -1.02945 -1.15027
C -4.09873 -1.27831 -2.22410
C -3.97730 -0.48332 -3.36031
C -3.05179 0.54522 -3.39637
C -2.22264 0.72179 -2.30765
N -2.32515 -0.05749 -1.21706
H -3.72441 -2.68653 3.84195
H -5.18900 -3.74038 2.12244
H -5.00468 -3.03350 -0.23343
H -2.00157 -1.02642 3.07399
H -4.84516 -2.05795 -2.18656
H -4.62161 -0.66459 -4.21072
H -2.96277 1.19293 -4.25617
H -1.45025 1.47794 -2.28898
O -1.39009 2.39979 3.54327
C -0.74637 2.02176 2.62523
O -1.01960 0.79622 2.02753
C 0.42985 2.71707 2.04985
C 1.12014 3.66319 2.80209
C 2.25401 4.22980 2.26363
C 2.75727 3.86258 1.02407
C 2.06428 2.91688 0.30637
C 0.87714 2.38354 0.78385
O 0.14310 1.55741 -0.00819
N 2.64820 2.37721 -0.93342
O 2.72287 1.16055 -0.99418
O 3.04676 3.15952 -1.75583
N 2.99456 5.24175 3.04909
O 3.99644 5.69128 2.54469
O 2.54101 5.52410 4.13195
H 0.77470 3.94581 3.78746
H 3.67238 4.30335 0.65092
O 0.30789 -0.19685 -1.88029
S 0.54206 -1.65729 -2.03004
O -0.15853 -2.32817 -3.06023
N 0.06578 -2.03961 -0.46851
C 1.16983 -2.01367 0.28642
S 0.89490 -1.31872 1.81265
C 2.41860 -2.22292 -0.42343
C 3.68513 -2.46795 0.07607
C 4.73056 -2.57554 -0.83558
C 4.51533 -2.41843 -2.19993
C 3.24546 -2.14679 -2.71408
C 2.22528 -2.06411 -1.79949
H 3.85057 -2.58929 1.13866
H 5.72907 -2.78336 -0.47676
H 5.34919 -2.49909 -2.88406
H 3.08245 -2.00199 -3.77314

***

[3]
32
Properties=species:S:1:pos:R:3 method="wB97M-V/def2-TZVPD" energy_ha=-2637.11218 relative_energy_ev=0.000 spin_multiplicity=4 orbital_gap_ev="7.6 / 9.0" e_lumo_ev="-0.7 / 0.1"
Y -0.50895 0.40178 -0.05144
Cl -1.16024 1.92595 -2.08324
C -2.55597 -0.41662 0.54761
H -2.64068 -0.97605 1.48531
H -2.98358 -1.06505 -0.24514
H -3.24122 0.43704 0.62233
Mn -0.31952 0.05367 -2.98996
C 1.43143 0.39099 -3.41166
C -1.35526 -0.21349 -4.49630
C -0.30672 -1.38274 -1.91342
H -1.66931 -1.26272 -4.40700
H -2.16965 0.51939 -4.36313
H -0.67110 0.00856 -5.32392
H 1.98339 -0.47836 -3.02936
H 1.37597 0.45511 -4.51144
H 1.66326 1.34504 -2.91907
H -1.20822 -2.05112 -2.07050
H 0.72957 -1.81290 -1.75779
C -0.40249 -0.06907 3.32238
C 0.89274 0.10187 2.55388
O 0.92636 -0.43573 1.27778
C 1.23755 1.62271 2.39282
F 1.10523 2.35465 3.50715
F 2.41738 1.90500 1.81631
F 0.26268 2.15447 1.44914
C 2.05718 -0.60549 3.32886
F 2.07337 -0.22887 4.64286
F 1.84983 -1.94529 3.27190
F 3.28243 -0.36803 2.81258
H -1.24539 0.45106 2.84604
H -0.23354 0.32983 4.32165
H -0.61653 -1.14559 3.37477